Molecular formula: C4H3Br
Method: DFT, wB97M-V/def2-TZVPD

Each line ends with the natural charge from an NBO analysis.
Cartesian coordinates (Å):
C (0.798, -1.396, 0.279)  -0.47
C (1.021, -2.647, 0.116)  0.16
C (0.380, -0.101, 0.426)  0.05
C (-0.529, 0.570, -0.446)  -0.49
Br (-1.332, 2.221, 0.303)  0.01
H (0.921, 0.697, 1.320)  0.24
H (-1.213, -0.134, -0.641)  0.24
H (-0.045, 0.789, -1.357)  0.27

Computed properties:
- Energy relative to the best compared isomer or geometry (same formula, charge and spin): 2.848 eV
- LUMO level: -1.923 eV
- HOMO-LUMO gap: 8.36 eV